Entry 1:
The following is a quantum chemistry calculation of a molecular structure, C12H38AgN10O6, from the OMol25 dataset.

```
! RIJCOSX wB97M-V def2-TZVPD def2/J DEFGRID3
* xyz 1 1
Ag -0.714 0.706 -0.945
C -2.462 -4.101 0.423
C -1.489 -3.827 1.616
C -0.950 -5.070 2.391
O 0.067 -4.713 3.370
C 0.460 -5.853 4.145
N -0.309 -3.159 1.054
H -3.072 -3.240 0.147
H -3.168 -4.890 0.678
H -1.962 -4.212 -0.539
H -1.990 -3.152 2.310
H -0.769 -5.788 1.592
H -1.749 -5.544 2.960
H -0.390 -6.358 4.602
H 1.225 -5.590 4.875
H 0.911 -6.570 3.458
H 0.166 -2.966 1.924
H 0.207 -3.897 0.598
C 5.949 -0.865 -2.264
C 5.092 -0.056 -1.211
C 5.678 1.352 -0.891
O 7.082 1.436 -0.737
C 7.585 0.696 0.348
N 3.771 0.036 -1.790
H 5.676 -1.910 -2.415
H 7.014 -0.879 -2.032
H 5.853 -0.340 -3.215
H 5.159 -0.646 -0.297
H 5.204 1.638 0.048
H 5.424 2.010 -1.722
H 7.699 -0.369 0.150
H 6.986 0.776 1.255
H 8.556 1.125 0.596
H 3.229 -0.768 -1.509
H 3.802 -0.132 -2.786
C -3.509 0.158 -5.976
O -2.625 0.021 -5.192
N -4.502 1.049 -5.821
N -3.738 -0.593 -7.032
H -5.311 1.186 -6.409
H -4.563 1.389 -4.872
H -3.207 -1.381 -7.373
H -4.645 -0.422 -7.442
C 0.125 1.920 3.754
O -0.802 1.576 3.014
N 0.154 3.099 4.324
N 1.219 1.210 4.000
H 1.091 3.411 4.532
H -0.562 3.746 4.026
H 1.808 1.566 4.739
H 1.174 0.210 3.872
C -6.217 1.383 -0.039
O -5.383 1.732 -0.825
N -6.081 1.135 1.231
N -7.464 1.068 -0.300
H -5.145 1.196 1.605
H -6.888 1.197 1.834
H -7.862 1.069 -1.228
H -8.038 0.902 0.514
C -0.219 5.476 -0.399
O 0.108 4.661 -1.172
N 0.636 6.253 0.123
N -1.459 5.864 -0.146
H 1.547 6.237 -0.313
H 0.445 6.938 0.841
H -2.171 5.372 -0.667
H -1.687 6.492 0.611
*
```

## Properties
ΔE to the lowest compared entry with this formula, charge and spin   684.5 kJ/mol
Energy   -1625.7144 a.u.
E_LUMO   -5.26 eV
E_HOMO   -0.4081 Ha
Orbital gap   5.847 eV
F_max   0.1368 hartree/bohr

Entry 2:
The following is a quantum chemistry calculation of 9 unconnected molecules or ions with the total composition C12H38Cl2F6N5O6, from the OMol25 dataset.

```
! RIJCOSX wB97M-V def2-TZVPD def2/J DEFGRID3
* xyz 3 1
N 1.920 0.446 -2.613
H 1.519 1.373 -2.499
H 2.854 0.546 -3.002
H 1.243 -0.200 -3.027
H 2.008 0.105 -1.620
N 2.440 -3.725 -0.648
H 2.017 -3.619 -1.572
H 3.279 -4.265 -0.863
H 1.733 -4.124 -0.027
H 2.724 -2.780 -0.284
N -0.173 3.646 -1.772
H -0.064 2.852 -1.083
H -1.014 3.272 -2.245
H 0.587 3.721 -2.429
H -0.502 4.444 -1.224
N 3.124 2.948 0.162
H 2.774 3.807 0.596
H 3.930 2.562 0.648
H 3.187 3.091 -0.839
H 2.361 2.208 0.246
N 5.584 -0.416 -0.776
H 4.592 -0.674 -0.491
H 6.115 -1.268 -0.973
H 6.140 0.125 -0.113
H 5.449 0.141 -1.617
O 0.766 1.506 -0.180
C 0.714 0.280 0.496
C 1.992 -0.547 0.838
O 2.946 -0.978 -0.108
H 0.043 -0.405 -0.045
H 0.202 0.450 1.450
H 1.564 -1.373 1.425
H 2.484 -0.006 1.668
C -2.705 1.070 2.058
C -2.945 1.958 0.868
O -3.355 1.199 -0.299
C -3.320 1.759 -1.460
O -2.840 2.843 -1.718
C -4.146 1.008 -2.537
F -5.259 1.688 -2.737
F -3.483 0.879 -3.677
F -4.426 -0.224 -2.097
H -1.979 0.288 1.818
H -3.613 0.530 2.335
H -2.337 1.650 2.901
H -1.955 2.391 0.704
H -3.740 2.675 1.056
C -3.648 -3.465 -2.605
C -2.652 -4.282 -1.802
O -2.511 -3.865 -0.452
C -1.414 -3.315 -0.039
O -0.408 -3.155 -0.694
C -1.379 -3.037 1.488
F -0.365 -3.694 2.014
F -1.212 -1.731 1.684
F -2.499 -3.400 2.061
H -3.570 -3.798 -3.642
H -3.546 -2.381 -2.611
H -4.666 -3.732 -2.317
H -1.747 -4.298 -2.409
H -3.057 -5.293 -1.771
Cl 0.994 3.370 2.925
C 0.436 1.890 3.799
C 0.627 2.006 5.288
Cl -0.631 2.967 6.141
H 1.163 1.150 3.465
H -0.561 1.639 3.456
H 1.548 2.526 5.541
H 0.664 1.041 5.788
*
```

## Properties
ΔE to the lowest compared entry with this formula, charge and spin   0.0 kJ/mol
Energy   -2723.8285 a.u.
E_LUMO   -9.39 eV
E_HOMO   -0.5976 Ha
Orbital gap   6.874 eV
F_max   0.0493 hartree/bohr

Entry 3:
The following is a quantum chemistry calculation of 7 unconnected molecules or ions with the total composition C12H38O7, from the OMol25 dataset.

```
! RIJCOSX wB97M-V def2-TZVPD def2/J DEFGRID3
* xyz 0 1
C 3.875 -0.452 0.435
C 3.810 -1.892 0.948
C 2.750 -2.796 0.362
O 5.039 -2.420 0.659
H 4.124 -0.492 -0.625
H 4.696 0.113 0.879
H 2.922 0.050 0.602
H 3.735 -1.860 2.035
H 1.789 -2.330 0.142
H 2.540 -3.521 1.147
H 3.108 -3.376 -0.489
H 5.688 -1.975 1.209
C 1.412 0.170 2.878
C 1.303 1.468 3.427
C 2.007 2.589 2.630
O -0.079 1.788 3.647
H 2.435 -0.205 2.845
H 1.290 0.335 1.808
H 0.684 -0.541 3.270
H 1.856 1.447 4.366
H 1.643 3.475 3.150
H 1.566 2.563 1.634
H 3.094 2.622 2.560
H -0.219 1.570 4.572
C -0.935 -1.979 -4.050
C -0.358 -0.517 -4.046
C -1.238 0.659 -3.680
O 0.706 -0.556 -3.056
H -1.365 -2.428 -3.155
H -0.118 -2.553 -4.486
H -1.727 -1.913 -4.796
H 0.122 -0.375 -5.014
H -1.937 0.903 -4.480
H -0.626 1.521 -3.415
H -1.963 0.384 -2.914
H 1.369 -1.170 -3.380
C -4.867 1.312 0.443
C -4.762 -0.207 0.527
C -3.382 -0.818 0.176
O -5.195 -0.614 1.814
H -4.204 1.735 1.198
H -5.915 1.557 0.619
H -4.531 1.723 -0.509
H -5.510 -0.606 -0.157
H -3.397 -1.908 0.206
H -2.603 -0.391 0.807
H -3.210 -0.504 -0.854
H -4.782 -0.053 2.476
O -0.099 -0.185 -0.378
H -0.296 -1.033 0.019
H 0.209 -0.399 -1.259
O 1.493 2.237 -2.367
H 1.559 2.154 -1.416
H 0.845 1.580 -2.621
O -1.608 2.386 1.146
H -1.465 1.667 0.531
H -1.274 2.058 1.981
*
```

## Properties
ΔE to the lowest compared entry with this formula, charge and spin   157.9 kJ/mol
Energy   -1006.6213 a.u.
E_LUMO   0.41 eV
E_HOMO   -0.3679 Ha
Orbital gap   10.424 eV
F_max   0.0744 hartree/bohr

Entry 4:
The following is a quantum chemistry calculation of 3 unconnected molecules or ions with the total composition C12H39BFIN6O4P3S2, from the OMol25 dataset.

```
! RIJCOSX wB97M-V def2-TZVPD def2/J DEFGRID3
* xyz -1 1
O 4.329 -4.779 -0.237
S 3.571 -3.581 -0.718
O 2.207 -3.900 -1.206
F 4.462 -2.992 -1.992
B 3.545 -2.319 0.697
I 3.384 -3.210 2.703
P 5.063 -1.150 0.477
S 4.597 0.204 -0.872
H 2.576 -1.651 0.541
H 6.123 -1.943 -0.090
H 5.517 -0.586 1.709
O 1.071 -0.219 4.267
P 0.114 0.971 4.434
N -1.327 0.024 4.513
C -1.819 -0.744 3.381
C -1.395 -0.793 5.720
N 0.423 1.678 2.911
C -0.539 1.872 1.847
C 1.752 1.465 2.336
N -0.851 2.438 4.793
C -0.132 3.306 5.738
C -2.272 2.469 5.112
H -2.766 -1.230 3.636
H -1.105 -1.509 3.052
H -2.061 -0.101 2.537
H -1.169 -0.183 6.603
H -0.681 -1.624 5.692
H -2.401 -1.198 5.867
H -0.646 0.973 1.231
H -0.221 2.686 1.187
H -1.523 2.165 2.218
H 1.825 0.487 1.847
H 2.521 1.522 3.106
H 1.988 2.236 1.598
H -0.142 2.889 6.751
H -0.563 4.311 5.767
H 0.913 3.417 5.429
H -2.503 1.974 6.062
H -2.872 2.022 4.321
H -2.613 3.508 5.187
O -0.208 1.236 -2.594
P -0.729 0.543 -3.864
N -1.925 -0.409 -3.062
C -1.580 -1.470 -2.129
C -3.001 0.401 -2.500
N 0.713 -0.282 -4.248
C 0.885 -1.720 -4.310
C 1.969 0.339 -3.832
N -1.346 -0.045 -5.442
C -1.388 1.054 -6.418
C -2.512 -0.896 -5.640
H -2.486 -1.971 -1.773
H -1.016 -1.101 -1.264
H -1.006 -2.257 -2.612
H -3.372 1.110 -3.250
H -2.668 0.975 -1.628
H -3.852 -0.222 -2.207
H 1.091 -2.145 -3.323
H 1.728 -1.976 -4.960
H 0.020 -2.228 -4.741
H 2.183 0.133 -2.777
H 1.935 1.420 -3.971
H 2.808 -0.027 -4.428
H -2.209 1.748 -6.204
H -1.500 0.680 -7.439
H -0.452 1.622 -6.388
H -3.448 -0.404 -5.355
H -2.421 -1.835 -5.096
H -2.590 -1.176 -6.697
*
```

## Properties
Energy   -3352.9158 a.u.
E_LUMO   1.57 eV
E_HOMO   -0.1778 Ha
Orbital gap   6.406 eV
F_max   0.1371 hartree/bohr